No. 1
Computed, not measured: one molecule with the formula C2H5ClN2O4S at a distorted geometry, with the ωB97M-V functional and the def2-TZVPD basis.

Last column: natural (NBO) charge in e.
Positions of all 15 atoms, in Å:
C  -1.91028  -0.46007  -0.53727  -0.598
C  -1.49432  0.62578  0.46476  -0.667
S  0.23130  0.90434  0.15266  2.317
O  0.74403  2.03368  0.87754  -0.881
O  0.47160  0.77288  -1.25315  -0.903
O  0.76530  -0.48298  0.90083  -0.536
N  1.97985  -0.84753  0.31375  0.532
O  2.25755  -2.00870  0.20689  -0.375
N  2.59949  0.15761  -0.00788  -0.264
Cl  4.11698  -0.19680  -0.66194  0.182
H  -1.95528  -0.18333  -1.48974  0.224
H  -1.29374  -1.25360  -0.36550  0.218
H  -2.97602  -0.89348  -0.37474  0.217
H  -1.61086  0.18884  1.53290  0.269
H  -1.92560  1.64335  0.24090  0.266

As for the molecular weight: 188.6 g/mol. Its HOMO energy is -10.55 eV. The frontier orbital gap comes out at 10.92 eV. As for the SMILES: CCS(=O)(=O)O/[N+]([O-])=N/Cl.

No. 2
Computed, not measured: an isolated ion of composition C4H8NO and charge +1 at a distorted geometry, with the ωB97M-V functional and the def2-TZVPD basis.

Last column: natural (NBO) charge in e.
Positions of all 14 atoms, in Å:
C  1.81250  -0.08900  0.64321  -0.096
C  1.43277  -0.71456  -0.53130  -0.092
C  -2.41786  -0.30110  -0.12129  0.060
C  -0.47713  0.94213  -0.03701  0.062
N  -1.14077  -0.24715  -0.04545  -0.468
O  1.00346  0.60899  -0.27180  -0.290
H  2.10200  -0.85068  -1.40558  0.246
H  0.63635  -1.53598  -0.41413  0.267
H  -2.88508  -1.21517  -0.10718  0.195
H  2.81790  0.19651  0.61040  0.231
H  -3.05574  0.52566  0.03122  0.170
H  1.52553  -0.50673  1.54456  0.238
H  -0.81067  1.61111  -0.84984  0.237
H  -0.54324  1.57595  0.95419  0.239

As for the molecular weight: 86.1 g/mol. Its HOMO energy is -15.28 eV. The frontier orbital gap comes out at 11.55 eV. As for the net charge: +1.

No. 3
Computed, not measured: one molecule with the formula C5H4S at a distorted geometry, with the ωB97M-V functional and the def2-TZVPD basis.

Last column: natural (NBO) charge in e.
Positions of all 10 atoms, in Å:
C  2.61857  1.01844  0.45706  0.132
C  1.80439  0.57789  -0.40746  -0.449
C  -0.11516  -0.77650  0.07494  -0.522
C  -1.14838  0.19789  0.65965  -0.264
C  0.62910  0.15312  -0.74627  0.046
S  -2.49128  0.52595  -0.12156  0.121
H  0.37779  -1.39022  0.74241  0.246
H  -0.65352  -1.34461  -0.73619  0.243
H  -0.98220  0.47719  1.68401  0.215
H  -0.03931  0.56085  -1.60658  0.233

As for the molecular weight: 96.2 g/mol. Its HOMO energy is -9.40 eV. The frontier orbital gap comes out at 7.73 eV.

No. 4
Computed, not measured: C24H37Cl2FeN3O2PS2 as an isolated structure at a distorted geometry, with the ωB97M-V functional and the def2-TZVPD basis.

Last column: Mulliken spin population.
Positions of all 72 atoms, in Å:
Fe  -0.24198  1.10080  -1.15431  3.613
Cl  1.78782  1.37620  -2.13021  0.074
C  2.29012  3.00780  -1.95081  0.026
C  3.61672  3.36830  -2.07431  -0.005
C  3.96682  4.69700  -1.89131  0.008
C  3.00282  5.64480  -1.59061  -0.001
C  1.67652  5.26960  -1.46731  0.007
Cl  0.48002  6.43540  -1.06461  0.001
C  1.28952  3.93220  -1.63841  -0.013
S  -0.35728  3.41440  -1.45021  0.098
H  4.36642  2.62340  -2.28951  0.001
H  5.00222  4.98830  -1.97501  0.001
H  3.28252  6.67570  -1.43711  0.000
S  -2.49728  1.13910  -0.88621  0.021
C  -3.23258  0.24170  0.36049  0.075
N  -3.15918  0.80980  1.64529  0.042
C  -3.97188  0.30720  2.64559  0.007
C  -4.67118  -0.83290  2.42089  0.018
C  -4.59048  -1.42320  1.13179  0.009
N  -3.89318  -0.86580  0.15009  -0.003
H  -2.82108  1.76250  1.68169  -0.001
H  -4.00168  0.85760  3.57549  0.001
H  -5.30388  -1.26330  3.17879  0.002
H  -5.13678  -2.32090  0.88939  -0.001
C  -2.59728  -1.49360  -3.07971  0.002
C  -1.08928  -1.69320  -3.20231  -0.013
C  -0.55868  -0.84320  -4.35721  0.008
P  -0.20208  -1.24210  -1.61861  0.011
C  1.55352  -1.83480  -1.94771  -0.025
C  1.75522  -3.27290  -2.41801  -0.002
C  2.45082  -1.52910  -0.74561  0.021
C  -1.01318  -2.34620  -0.33631  0.023
C  -0.36668  -2.12810  1.03209  -0.005
C  -1.14008  -3.83120  -0.66041  0.001
H  -3.08758  -1.83050  -3.99171  0.001
H  -2.83528  -0.44120  -2.93851  -0.004
H  -3.01848  -2.04500  -2.24401  -0.001
H  -0.88458  -2.74980  -3.41031  -0.001
H  -0.63008  0.22000  -4.11441  -0.001
H  -1.16208  -1.02370  -5.24531  0.001
H  0.47302  -1.07940  -4.60781  0.001
H  1.86122  -1.17730  -2.77131  0.001
H  1.62752  -3.97920  -1.60371  0.000
H  2.77572  -3.37960  -2.78501  0.000
H  1.07722  -3.54210  -3.22511  -0.001
H  2.41132  -2.34010  -0.02301  0.001
H  2.15292  -0.60590  -0.24781  -0.005
H  3.48442  -1.42270  -1.06681  0.001
H  -2.03038  -1.93680  -0.28451  -0.006
H  0.59292  -2.63450  1.09849  -0.001
H  -1.01438  -2.52790  1.81159  0.001
H  -0.21968  -1.06360  1.20589  0.013
H  -0.17638  -4.32920  -0.65721  0.000
H  -1.62338  -3.98600  -1.62091  0.000
H  -1.75798  -4.30860  0.09999  0.000
O  2.08432  1.81050  0.72649  0.008
C  1.15962  1.59290  1.47479  -0.038
O  -0.01688  1.21720  1.13909  0.020
C  1.30302  1.70570  3.02279  0.000
N  -0.06758  1.46060  3.54669  -0.001
C  -0.04018  0.26840  4.43109  0.001
C  1.41972  0.16290  4.85689  0.001
C  2.16192  0.57010  3.58679  0.000
H  1.67752  2.69050  3.30259  -0.001
H  -0.54038  1.26290  2.56229  0.008
H  -0.46518  2.27970  4.00329  0.000
H  -0.32778  -0.60830  3.84559  0.000
H  -0.72888  0.38800  5.26639  0.000
H  1.67712  -0.83950  5.18589  0.000
H  1.63892  0.85970  5.66529  0.000
H  2.19322  -0.26210  2.88289  0.001
H  3.18042  0.89250  3.77679  0.000

The multiplicity is 5. As for the molecular weight: 621.4 g/mol. Its HOMO energy (spin up / spin down) is -9.45 / -9.55 eV. The frontier orbital gap (spin up / spin down) comes out at 5.51 / 5.65 eV. As for the net charge: +1.

No. 5
Computed, not measured: a 2-piece molecular cluster, C8H17F2O4P overall at a distorted geometry, with the ωB97M-V functional and the def2-TZVPD basis.

Last column: natural (NBO) charge in e.
Positions of all 32 atoms, in Å:
C  0.42735  0.93360  -2.20911  -0.646
C  -0.46469  -0.27175  -2.54291  -0.065
O  -0.03150  -1.36506  -1.83512  -0.807
P  -0.17399  -1.35126  -0.23502  2.305
O  -1.31004  -0.63874  0.29293  -1.081
O  -0.20078  -2.92252  0.14591  -0.816
C  1.03113  -3.77952  0.11498  -0.073
C  1.23879  -4.28654  -1.25184  -0.647
C  1.45637  -0.70522  0.45556  0.218
F  2.65178  -1.09478  -0.07620  -0.350
F  1.43615  -1.14718  1.72609  -0.336
H  1.33980  0.88849  -2.76970  0.215
H  -0.05003  1.78495  -2.76345  0.215
H  0.53648  1.17370  -1.21217  0.213
H  -0.37370  -0.40146  -3.68580  0.190
H  -1.44896  -0.18028  -2.17398  0.196
H  1.87141  -3.28104  0.57251  0.205
H  0.49767  -4.55374  0.63427  0.208
H  0.38544  -4.83363  -1.58040  0.216
H  1.32594  -3.45595  -1.94279  0.226
H  2.12928  -4.96387  -1.41517  0.223
H  1.51140  0.37508  0.37525  0.189
C  -1.34355  2.21769  2.64055  -0.719
C  -0.01086  2.91284  2.15840  0.618
C  0.14316  4.38830  2.60284  -0.747
O  0.74091  2.40274  1.36955  -0.576
H  -2.04073  2.99359  2.84299  0.211
H  -0.98317  1.74499  3.53065  0.232
H  -1.65829  1.45396  1.94486  0.260
H  -0.49413  4.50397  3.59599  0.220
H  1.23631  4.72915  2.71939  0.251
H  -0.62375  5.01958  1.99853  0.252

As for the molecular weight: 246.2 g/mol. Its HOMO energy is -9.61 eV. The frontier orbital gap comes out at 10.48 eV. As for the SMILES: CCOP(=O)(OCC)C(F)F.CC(C)=O.

No. 6
Computed, not measured: C12H26BN2O2P2Ti as an isolated structure at a distorted geometry, with the ωB97M-V functional and the def2-TZVPD basis.

Last column: Mulliken spin population.
Positions of all 46 atoms, in Å:
Ti  0.11849  0.53014  -0.24690  1.027
P  2.19379  -0.70334  0.21068  -0.035
C  2.38251  -1.01583  -1.62977  0.018
C  1.08851  -1.43667  -2.27344  -0.015
N  -0.06333  -0.94930  -1.75606  -0.008
C  -1.25757  -1.29203  -2.30275  0.011
C  -1.34638  -2.23982  -3.31437  0.002
C  -0.17807  -2.78578  -3.81875  0.004
C  1.04578  -2.34758  -3.32060  0.001
C  -2.49440  -0.67377  -1.67608  -0.007
P  -2.14486  0.90185  -0.80216  -0.032
H  1.98488  -2.75700  -3.67827  0.000
H  -2.33281  -2.55542  -3.66626  0.000
H  -0.22048  -3.56368  -4.57822  0.000
H  -3.24912  -0.49237  -2.46191  0.001
H  -2.88774  -1.39528  -0.93119  -0.001
H  2.74697  -0.06731  -2.08386  0.004
H  3.14348  -1.80964  -1.72696  0.003
H  0.58612  3.04336  -1.63677  -0.002
O  1.21006  2.31135  -1.86983  0.003
H  1.79331  2.89551  -2.45417  0.000
H  -0.13251  4.22300  -0.16238  0.001
O  -0.46046  4.23192  -1.09576  0.000
H  -0.87282  5.11595  -1.26109  0.000
C  -2.36221  2.24095  -1.97506  0.003
H  -3.38784  2.27655  -2.36800  -0.001
H  -2.07658  3.17200  -1.46779  0.001
H  -1.64232  2.14837  -2.79585  0.001
C  -3.47085  1.09979  0.39499  0.011
H  -3.27414  1.97036  1.02500  0.000
H  -4.40630  1.21416  -0.16621  -0.002
H  -3.50336  0.23414  1.06197  0.002
C  2.20465  -2.33233  1.03079  0.003
H  3.16799  -2.83761  0.86176  0.000
H  2.03684  -2.22472  2.11352  0.001
H  1.39379  -2.97240  0.66523  0.000
C  3.80284  -0.04956  0.72915  0.004
H  3.75723  0.27740  1.77836  -0.001
H  4.54791  -0.84812  0.60866  -0.001
H  4.06822  0.82359  0.11855  0.001
B  -0.20450  -0.20865  4.20346  -0.002
C  -0.38799  -0.33534  2.70864  0.032
N  -0.41933  -0.29167  1.51711  -0.032
H  -1.17763  0.43289  4.59410  0.003
H  0.83829  0.38842  4.29744  0.004
H  -0.15776  -1.34679  4.65104  -0.002

The multiplicity is 2. As for the molecular weight: 351.0 g/mol. Its HOMO energy (spin up / spin down) is -15.09 / -15.16 eV. The frontier orbital gap (spin up / spin down) comes out at 6.84 / 7.21 eV. As for the net charge: +2.

No. 7
Computed, not measured: a 4-piece molecular cluster, C22H56N4O7 overall at a distorted geometry, with the ωB97M-V functional and the def2-TZVPD basis.

Last column: Löwdin charge in e.
Positions of all 89 atoms, in Å:
C  -1.76832  0.99703  0.47736  -0.104
O  -0.68819  0.23472  0.96560  -0.183
C  -0.05853  -0.57052  0.00545  -0.224
C  -0.49567  -2.03241  0.07409  -0.436
C  -0.05693  -2.69798  1.35401  -0.074
N  0.05897  -2.81174  -1.05496  0.045
H  -2.70156  0.42188  0.44524  0.094
H  -1.51918  1.27586  -0.55610  0.080
H  -1.95070  1.91860  1.02246  0.069
H  -0.07345  -0.10805  -0.98872  0.116
H  1.01986  -0.59319  0.24925  0.128
H  -1.58523  -2.12287  -0.00033  0.137
H  -0.45047  -2.24972  2.26542  0.076
H  1.03169  -2.73394  1.47690  0.080
H  -0.40091  -3.73463  1.31316  0.079
H  0.02326  -2.30957  -1.93355  0.059
H  1.02019  -3.04694  -0.83831  0.066
C  1.00880  0.23639  4.66452  -0.115
O  0.89491  -0.51550  5.84680  -0.187
C  2.04074  -1.28070  6.11035  -0.248
C  1.74921  -2.27750  7.22058  -0.210
N  3.01794  -2.82088  7.71550  -0.060
C  2.84525  -4.10053  8.40152  -0.227
C  4.17103  -4.71885  8.73651  -0.222
O  4.71963  -3.97648  9.83189  -0.202
C  5.94486  -4.50148  10.24973  -0.134
H  1.70453  1.07256  4.79248  0.089
H  0.01868  0.57549  4.36723  0.086
H  1.36144  -0.39221  3.83388  0.080
H  2.89358  -0.64980  6.39928  0.125
H  2.34144  -1.85907  5.22409  0.122
H  1.14594  -3.10451  6.84249  0.116
H  1.15089  -1.79823  8.00977  0.125
H  3.35708  -2.18887  8.43288  0.111
H  2.18164  -4.78319  7.86556  0.118
H  2.27858  -3.94216  9.33765  0.126
H  4.87024  -4.66748  7.89718  0.124
H  4.05588  -5.75552  9.08319  0.122
H  5.81656  -5.51641  10.65769  0.088
H  6.33366  -3.85124  11.03031  0.087
H  6.67267  -4.56025  9.42988  0.088
C  -0.18824  -0.88559  -9.68808  -0.112
O  0.55972  -1.27747  -8.56876  -0.195
C  1.28903  -0.21710  -8.03062  -0.235
C  1.87474  -0.59833  -6.65949  -0.201
N  1.84654  -2.03309  -6.44094  -0.066
C  2.36071  -2.43047  -5.15025  -0.230
C  1.77484  -3.73558  -4.70303  -0.248
O  0.44008  -3.54186  -4.30479  -0.203
C  -0.28513  -4.73279  -4.14559  -0.124
H  -1.01278  -0.22044  -9.39248  0.090
H  -0.56188  -1.78010  -10.17493  0.088
H  0.42722  -0.30814  -10.39325  0.088
H  0.62460  0.64632  -7.85468  0.118
H  2.06922  0.14652  -8.71359  0.120
H  1.29396  -0.07013  -5.88704  0.112
H  2.91287  -0.26806  -6.58585  0.116
H  0.90191  -2.35556  -6.60580  0.107
H  2.23103  -1.67241  -4.36063  0.119
H  3.44530  -2.57850  -5.24324  0.121
H  2.37393  -4.14292  -3.87211  0.125
H  1.84365  -4.47965  -5.51042  0.128
H  -0.37297  -5.28464  -5.09049  0.088
H  -1.30424  -4.45165  -3.87179  0.086
H  0.08275  -5.37735  -3.34079  0.088
C  -4.83102  3.38908  2.22994  -0.107
O  -4.13893  3.28325  1.00589  -0.205
C  -3.93673  4.50890  0.33674  -0.239
C  -2.96635  4.26274  -0.80466  -0.213
N  -2.74355  5.41219  -1.69406  -0.061
C  -3.93970  5.82872  -2.44714  -0.203
C  -3.56455  6.78267  -3.56575  -0.246
O  -3.60368  8.09879  -3.05953  -0.198
C  -3.03347  9.06709  -3.92541  -0.103
H  -4.58958  2.50872  2.82615  0.087
H  -5.91535  3.40675  2.07245  0.088
H  -4.53068  4.26912  2.80779  0.086
H  -3.53585  5.29121  1.00040  0.127
H  -4.89563  4.88622  -0.04930  0.120
H  -3.36797  3.45360  -1.41926  0.121
H  -1.99615  3.97792  -0.39869  0.112
H  -2.44271  6.18704  -1.11080  0.109
H  -4.61472  6.38774  -1.79277  0.115
H  -4.40886  4.94862  -2.88291  0.122
H  -4.27932  6.66695  -4.39979  0.122
H  -2.57454  6.56863  -3.98466  0.122
H  -2.99193  8.69642  -4.95085  0.083
H  -2.03881  9.35186  -3.57385  0.086
H  -3.66681  9.95464  -3.88918  0.084

As for the molecular weight: 488.7 g/mol. Its HOMO energy is -8.46 eV. The frontier orbital gap comes out at 9.25 eV. As for the SMILES: COC[C@H](C)N.COCCNCCOC.COCCNCCOC.COCCNCCOC.

Look up the molecular weight of the seventh one. 488.7 g/mol

Look up the molecular weight of the third one. 96.2 g/mol